Entry from OMol25: C21H43NO16S3 as an isolated structure (wB97M-V/def2-TZVPD).

Geometry as XYZ:
```
84
Properties=species:S:1:pos:R:3
C 2.703 -1.659 -3.998
C 2.615 -0.191 -4.326
O 2.706 0.630 -3.425
N 2.229 0.116 -5.589
C 2.118 -0.793 -6.739
H 3.675 -2.015 -3.663
H 2.330 -2.301 -4.792
H 2.042 -1.794 -3.136
H 2.273 1.089 -5.847
H 2.814 -1.632 -6.656
H 2.248 -0.240 -7.658
H 1.164 -1.332 -6.724
C 3.882 -0.767 -0.674
C 5.387 -0.678 -0.370
O 5.708 -1.728 0.524
S 4.384 -2.100 1.345
O 4.142 -1.067 2.254
O 4.410 -3.432 1.750
O 3.476 -1.968 0.045
H 3.599 -1.093 -1.667
H 3.374 0.167 -0.449
H 5.701 0.272 0.069
H 6.020 -0.769 -1.254
C -0.977 0.422 -4.512
C -1.513 1.770 -4.982
O -2.638 1.421 -5.825
S -2.465 -0.045 -6.438
O -2.158 0.061 -7.797
O -3.510 -0.874 -6.056
O -1.115 -0.405 -5.675
H -1.543 0.065 -3.649
H 0.056 0.539 -4.193
H -0.800 2.431 -5.464
H -1.952 2.266 -4.120
C 1.598 5.711 -1.474
C 0.725 6.934 -1.818
O -0.557 6.430 -2.205
S -0.606 4.842 -2.338
O -0.827 4.543 -3.698
O -1.429 4.295 -1.343
O 0.928 4.583 -2.031
H 1.643 5.639 -0.386
H 2.591 5.802 -1.900
H 1.144 7.530 -2.629
H 0.577 7.597 -0.968
C -1.387 0.654 7.545
C -2.263 0.338 6.327
C -1.399 0.732 5.154
O -0.502 1.724 5.655
C -0.775 1.949 7.039
H -0.612 -0.066 7.792
H -2.070 0.783 8.384
H -3.207 0.887 6.369
H -2.613 -0.697 6.247
H -1.986 1.165 4.330
H -0.934 -0.146 4.692
H -1.489 2.778 7.143
H 0.168 2.270 7.479
C -2.154 -3.986 3.076
C -3.605 -4.341 2.700
C -4.400 -4.101 3.990
O -3.427 -3.826 5.008
C -2.315 -3.207 4.391
H -1.616 -3.538 2.243
H -1.585 -4.893 3.297
H -3.685 -5.375 2.358
H -3.952 -3.730 1.866
H -5.010 -4.910 4.378
H -4.991 -3.182 3.848
H -1.423 -3.296 5.012
H -2.489 -2.126 4.278
C 0.167 -0.701 -0.069
C -1.351 -0.841 0.091
C -1.497 -0.433 1.565
O -0.399 -1.054 2.209
C 0.689 -1.145 1.298
H 0.374 0.314 -0.406
H 0.546 -1.412 -0.811
H -1.702 -1.860 -0.064
H -1.857 -0.102 -0.531
H -2.436 -0.795 1.993
H -1.509 0.648 1.676
H 0.965 -2.200 1.343
H 1.558 -0.548 1.587
```

For the orbital gap, the calculation gives 9.327 eV. The HOMO energy comes out at -0.3371 Eh. As for the total charge: 0. For the energy above the lowest of the compared OMol25 structures with the same formula, charge and spin, the calculation gives 1.087 eV.

Atom charges from the Mulliken analysis, given in e for atoms 1 to 6: -0.9927, 0.6306, -0.6103, -0.0273, -1.1351, 0.2803